Computed, not measured: a cluster of 3 separate species, C34H71F3N6O6P3 in total in a non-equilibrium geometry, with the ωB97M-V functional and the def2-TZVPD basis.

## Properties
**Orbital gap (alpha / beta)**: 7.1 / 7.9 eV

```
! RIJCOSX wB97M-V def2-TZVPD def2/J DEFGRID3
* xyz 1 3
C 0.7997 5.3126 -1.8789
C 1.0081 4.7703 -0.4434
C 1.2177 3.2419 -0.4110
C -0.0570 2.4840 0.0236
O -0.5270 1.6916 -1.0899
C -0.8920 0.3890 -0.7888
C -2.2997 0.3823 -0.1165
C -2.4027 -0.2568 1.2863
C -1.9478 0.6263 2.4273
F -0.6952 0.3940 2.7893
F -2.1451 1.9036 2.2191
F -2.6828 0.3099 3.5045
N 0.1671 -0.3968 -0.1690
C 0.9639 -1.0520 -1.1151
N 1.9996 -1.7507 -0.8305
C 2.7064 -2.3997 -1.9534
C 4.2096 -2.5524 -1.7367
C 2.4186 -1.9116 0.5726
C 3.5724 -1.0204 1.0152
C 3.3757 0.4593 0.6697
C 3.7136 -1.1685 2.5653
N 0.3687 -0.7914 -2.3637
P 1.1536 0.4399 -3.3639
P 1.9706 -0.5198 -5.1599
O 1.2699 0.0119 -6.3008
O 1.8012 -2.1217 -5.1754
O 3.5180 -0.1194 -5.2646
C -1.0169 -0.3877 -2.1119
P -2.0655 0.3210 -3.4927
N -2.6170 1.7528 -3.1999
H 1.4559 6.1561 -2.0771
H 1.0340 4.5594 -2.6260
H -0.2075 5.6983 -1.9979
H 0.2025 5.0975 0.2053
H 1.9424 5.2086 -0.1019
H 2.0194 2.9463 0.2632
H 1.5018 2.9431 -1.4161
H -0.8171 3.2350 0.2352
H 0.0950 1.9086 0.9314
H -2.9855 -0.1802 -0.7425
H -2.6961 1.3881 -0.0581
H -1.9169 -1.2262 1.3838
H -3.4571 -0.4362 1.4693
H -0.1301 -1.1532 0.4461
H 2.5748 -1.8093 -2.8440
H 2.2949 -3.3991 -2.0856
H 4.6480 -2.9511 -2.6456
H 4.4666 -3.1457 -0.8680
H 4.6372 -1.5597 -1.6073
H 2.6787 -2.9614 0.6944
H 1.6045 -1.7432 1.2665
H 4.5313 -1.3282 0.6131
H 3.3638 0.6261 -0.4068
H 4.2091 0.9998 1.1059
H 2.4687 0.8141 1.1580
H 2.9562 -1.8689 2.9205
H 3.5011 -0.2105 3.0280
H 4.6853 -1.5600 2.8355
H 2.2405 0.9535 -2.6069
H 2.5951 -2.5715 -4.8433
H 3.7873 -0.2092 -6.1962
H -1.5507 -1.3126 -1.8523
H -3.1259 -0.6039 -3.6310
H -1.3277 0.3449 -4.7018
H -2.3270 2.4135 -3.9111
C 0.0295 -8.9918 -4.0308
C 0.0741 -8.3921 -2.6049
C -1.1778 -8.8111 -1.8279
C -2.4444 -8.0777 -2.2697
C -2.2309 -6.5658 -2.2506
C -0.9975 -6.1238 -3.0407
N 0.2169 -6.9058 -2.6738
O 0.6590 -6.4709 -1.5394
C -1.2840 -6.2465 -4.5503
C -0.7668 -4.6351 -2.8177
C 1.2973 -9.0344 -1.9514
H -0.9801 -9.0770 -4.4299
H 0.6275 -8.4028 -4.7272
H 0.4386 -10.0010 -4.0419
H -1.0251 -8.6249 -0.7598
H -1.3248 -9.8877 -1.9325
H -2.7535 -8.4077 -3.2648
H -3.2656 -8.3358 -1.5987
H -3.1175 -6.0651 -2.6463
H -2.1362 -6.2410 -1.2085
H -0.3868 -6.0401 -5.1362
H -2.0430 -5.5230 -4.8505
H -1.6691 -7.2178 -4.8464
H -0.6582 -4.3821 -1.7605
H -1.6126 -4.0559 -3.1910
H 0.1255 -4.2839 -3.3431
H 2.2144 -8.7518 -2.4720
H 1.2077 -10.1189 -1.9896
H 1.4002 -8.7623 -0.9019
C -2.5194 5.9822 3.1708
C -1.5616 5.4459 4.2619
C -2.3335 5.2306 5.5662
C -2.6822 6.5313 6.2881
C -1.4369 7.3947 6.4846
C -0.6638 7.6431 5.1873
N -0.4086 6.3769 4.4389
O 0.5523 5.7384 5.0175
C -1.4392 8.6431 4.3070
C 0.6441 8.3616 5.5149
C -1.0980 4.0896 3.7366
H -3.3076 6.6204 3.5666
H -1.9756 6.5394 2.4064
H -3.0289 5.1634 2.6612
H -1.7400 4.6077 6.2436
H -3.2489 4.6708 5.3590
H -3.4479 7.0844 5.7373
H -3.1200 6.2990 7.2608
H -1.7217 8.3511 6.9277
H -0.7837 6.9036 7.2132
H -0.9630 8.7541 3.3314
H -1.4523 9.6265 4.7772
H -2.4817 8.3773 4.1501
H 1.2545 7.8104 6.2283
H 0.4320 9.3332 5.9603
H 1.2362 8.5291 4.6133
H -0.5320 4.2016 2.8071
H -1.9524 3.4636 3.5406
H -0.4753 3.5571 4.4562
*
```

Computed, not measured: a structure of composition C45H49MoN5O2P2S3 in a non-equilibrium geometry, with the ωB97M-V functional and the def2-TZVPD basis.

## Properties
**Relative energy (zero: lowest compared OMol25 entry of this formula, charge and spin)**: 271.3 kcal per mole
**Orbital gap (alpha / beta)**: 5.3 / 5.8 eV

```
! RIJCOSX wB97M-V def2-TZVPD def2/J DEFGRID3
* xyz 2 3
Mo 0.3152 -0.0347 0.7513
C 0.1453 -1.2042 3.1938
P 1.6381 -0.2514 3.3338
C 1.4140 1.3436 2.5154
N 0.7744 2.4317 2.8093
C 0.8589 3.3991 1.8026
C 0.0990 4.5576 1.9374
C 0.1463 5.5504 0.9788
C 0.9789 5.4144 -0.1333
C 1.7467 4.2801 -0.2868
C 1.6972 3.2434 0.6542
N 2.4464 2.1013 0.4192
C 2.2129 1.1438 1.3419
P 3.0668 -0.3733 1.6342
C 2.6755 -1.6353 0.4066
C 4.9129 -0.2520 1.7648
C 5.4572 -0.2074 0.3246
C 5.2734 1.0747 2.4426
C 5.4660 -1.4660 2.5122
C 2.1315 -0.2722 5.1062
C 0.9455 0.4033 5.8260
C 2.3258 -1.7151 5.5781
C 3.3939 0.5517 5.3337
H -0.6161 -0.7022 3.7921
H 0.2160 -2.2469 3.5025
H -0.3331 -1.3017 2.1737
H -0.5329 4.6488 2.8113
H -0.4526 6.4430 1.0993
H 1.0294 6.2051 -0.8702
H 2.4193 4.1701 -1.1304
H 3.3593 -1.5859 -0.4385
H 1.6854 -1.4738 -0.0923
H 2.6855 -2.6516 0.7994
H 4.9867 0.5851 -0.2631
H 5.3676 -1.1592 -0.1959
H 6.5222 0.0200 0.3875
H 4.7453 1.9145 1.9880
H 6.3417 1.2482 2.3082
H 5.0801 1.0724 3.5101
H 5.2359 -2.4027 1.9998
H 5.0922 -1.5276 3.5352
H 6.5529 -1.3836 2.5657
H 0.0419 -0.2045 5.8067
H 0.7232 1.3904 5.4137
H 1.2235 0.5298 6.8734
H 1.4082 -2.3004 5.5205
H 2.6312 -1.6962 6.6256
H 3.1106 -2.2305 5.0192
H 3.3247 1.5468 4.8900
H 4.2778 0.0396 4.9572
H 3.5306 0.6804 6.4082
N -4.9956 -5.4235 -0.4332
C -4.4469 -4.3741 0.1866
S -4.8046 -3.9753 1.7442
C -3.4993 -3.5540 -0.6296
C -3.5671 -3.4815 -2.0144
C -2.6741 -2.6713 -2.7064
N -1.7394 -1.9449 -2.0976
C -1.7087 -2.0146 -0.7727
C -2.5320 -2.7859 0.0126
H -5.6587 -5.9913 0.0692
H -4.7037 -5.7249 -1.3472
H -4.3267 -4.0073 -2.5774
H -2.7319 -2.5956 -3.7856
H -0.9500 -1.3703 -0.3054
H -2.4795 -2.7762 1.0917
O -3.0558 2.3448 -5.4938
S -2.7738 0.9514 -5.4096
O -3.7918 -0.0384 -5.4932
N -1.9469 0.7074 -3.9250
C -0.7523 0.3874 -4.1773
S 0.3408 0.0685 -2.7937
C -0.3110 0.2331 -5.5757
C 0.9179 -0.1339 -6.0942
C 1.0483 -0.1947 -7.4768
C -0.0236 0.1050 -8.3112
C -1.2618 0.4732 -7.7887
C -1.3730 0.5248 -6.4185
H 1.7532 -0.3728 -5.4471
H 1.9952 -0.4822 -7.9127
H 0.1046 0.0486 -9.3835
H -2.0978 0.7048 -8.4345
C -5.5046 2.9976 3.0151
C -5.0337 1.7642 2.5829
C -4.0884 1.6968 1.5751
C -3.6134 2.8730 0.9873
C -4.0928 4.1102 1.4212
C -5.0334 4.1678 2.4353
C -2.6431 2.8025 -0.0566
C -1.8240 2.7374 -0.9368
C -0.8475 2.6612 -1.9544
C 0.2726 1.7419 -1.7988
C 1.3776 1.7523 -2.7623
C 1.2673 2.6142 -3.9152
C 0.1744 3.3984 -4.0485
C -0.8732 3.4339 -3.0735
H -6.2473 3.0470 3.8001
H -5.4121 0.8536 3.0281
H -3.7145 0.7434 1.2263
H -3.7291 5.0166 0.9550
H -5.4071 5.1265 2.7685
H -1.1451 0.9070 1.2133
H 0.6113 1.3892 -0.8200
H 2.3562 1.4666 -2.3961
H 2.0796 2.6443 -4.6272
H 0.0954 4.0591 -4.9025
H -1.6995 4.1173 -3.2121
*
```

Computed, not measured: a structure of composition C12H11O4PYb in a non-equilibrium geometry, with the ωB97M-V functional and the def2-TZVPD basis.

## Properties
**Orbital gap (alpha / beta)**: 7.7 / 5.9 eV

```
! RIJCOSX wB97M-V def2-TZVPD def2/J DEFGRID3
* xyz 3 2
O 1.8847 -1.8780 -3.0491
C 0.9073 -1.9809 -2.5868
Yb -0.7631 -2.2182 -1.7132
O -0.4623 -6.3622 -2.0742
C -0.5475 -5.2233 -2.0062
C -1.5764 -1.1677 -3.2296
O -2.0094 -0.6141 -4.0387
C -2.5188 -2.3343 -0.9957
O -3.5027 -2.4301 -0.5401
C 1.1769 -1.1143 1.2056
P 0.0085 -0.3132 0.0384
C -1.3964 -0.6920 1.1512
C 0.5201 1.3930 0.4564
C 1.7855 1.7442 0.9736
C 2.0728 3.0644 1.3127
C 1.1153 4.0606 1.1312
C -0.1337 3.7314 0.6063
C -0.4294 2.4109 0.2715
H 0.8752 -2.1625 1.3606
H 1.1874 -0.6068 2.1962
H 2.1867 -1.1315 0.7657
H -1.2260 -0.2253 2.1378
H -2.3234 -0.2697 0.7320
H -1.5003 -1.7869 1.3042
H 2.5733 1.0141 1.1348
H 3.0476 3.3228 1.7219
H 1.3408 5.0885 1.3995
H -0.8800 4.5084 0.4616
H -1.4131 2.1729 -0.1276
*
```

Computed, not measured: a structure of composition C60H42BrCdIN2O3S2 in a non-equilibrium geometry, with the ωB97M-V functional and the def2-TZVPD basis.

## Properties
**Relative energy (zero: lowest compared OMol25 entry of this formula, charge and spin)**: 36.1 kcal per mole
**Orbital gap**: 6.8 eV

```
! RIJCOSX wB97M-V def2-TZVPD def2/J DEFGRID3
* xyz 0 1
Cd 0.4913 -0.1218 -0.1870
Br -6.2405 2.8510 -1.8169
C -4.8296 1.7562 -1.1376
C -4.6971 1.6045 0.2466
C -3.6473 0.8861 0.7388
C -2.6413 0.3135 -0.1021
O -1.6313 -0.2311 0.4416
C -2.8429 0.4309 -1.5254
C -1.9308 -0.1218 -2.4748
N -0.8046 -0.6547 -2.1529
C 0.1630 -1.0785 -3.0295
C 0.3725 -0.5956 -4.3107
C 1.4656 -1.0206 -5.0724
C 2.3436 -1.9565 -4.5926
C 2.1613 -2.4984 -3.3049
C 2.9903 -3.5049 -2.7655
C 2.7274 -3.9866 -1.5112
C 1.7055 -3.3826 -0.7585
N 0.9390 -2.4221 -1.2127
C 1.0990 -2.0207 -2.4938
C -3.9490 1.1617 -2.0014
H -5.4062 2.0756 0.9120
H -3.5180 0.7669 1.8028
H -2.2513 -0.0668 -3.5239
H -0.3009 0.1409 -4.7228
H 1.6163 -0.5909 -6.0526
H 3.1773 -2.3010 -5.1876
H 3.8143 -3.8868 -3.3528
H 3.2982 -4.8021 -1.0918
H 1.5231 -3.7045 0.2593
H -4.0819 1.2803 -3.0679
I 3.6170 -0.2779 0.1839
C 3.6412 1.5332 -0.9725
C 4.8877 2.0681 -1.1575
C 5.0572 3.2185 -1.9367
C 3.9672 3.8016 -2.5140
C 2.6713 3.2837 -2.3084
C 1.5641 3.9379 -2.8862
C 0.3001 3.4777 -2.6668
C 0.1121 2.3424 -1.8644
C 1.1437 1.6396 -1.2756
C 2.4640 2.1149 -1.5027
H 5.7450 1.5861 -0.7133
H 6.0503 3.6213 -2.0713
H 4.0765 4.6807 -3.1345
H 1.7400 4.8134 -3.4953
H -0.5539 3.9910 -3.0894
H -0.9048 2.0156 -1.7011
C -3.6145 7.6768 0.2625
C -3.0064 6.3573 0.6238
C -2.9540 5.3261 -0.3070
C -2.3945 4.1073 0.0290
C -1.8997 3.9047 1.3035
C -1.9584 4.9126 2.2471
C -2.5043 6.1350 1.9016
S -1.1953 2.2890 1.7468
O -1.6925 2.0321 3.1045
C 0.4808 2.9505 1.9576
C 1.0150 3.7383 0.9246
C 2.2943 4.2043 1.0031
C 3.1114 3.8638 2.1024
C 4.4438 4.3130 2.2042
C 5.2156 3.9793 3.2827
C 4.6943 3.1649 4.3004
C 3.4033 2.7197 4.2340
C 2.5731 3.0702 3.1481
C 1.2147 2.6432 3.0757
C 0.6610 1.9644 4.2676
C 0.4807 2.7251 5.4553
C 0.6251 4.1297 5.4745
C 0.4275 4.8367 6.6273
C 0.0850 4.1735 7.8157
C -0.0725 2.8152 7.8240
C 0.1079 2.0538 6.6493
C -0.0682 0.6525 6.6275
C 0.0436 -0.0487 5.4596
C 0.3930 0.6172 4.2803
S 0.4189 -0.2028 2.6599
O 1.6461 -1.0281 2.6018
C -0.9215 -1.3824 2.8998
C -2.1619 -1.0094 3.3885
C -3.2209 -1.8924 3.2807
C -3.0577 -3.1356 2.6785
C -4.2351 -4.0287 2.4346
C -1.7907 -3.5133 2.2516
C -0.7267 -2.6399 2.3574
H -3.4731 7.8938 -0.7930
H -3.1752 8.4828 0.8454
H -4.6872 7.6607 0.4571
H -3.3630 5.4742 -1.2955
H -2.3530 3.3117 -0.6962
H -1.5865 4.7256 3.2432
H -2.5537 6.9268 2.6353
H 0.3840 4.0044 0.0913
H 2.6962 4.8371 0.2257
H 4.8393 4.9262 1.4063
H 6.2348 4.3311 3.3560
H 5.3182 2.8874 5.1391
H 3.0081 2.0793 5.0086
H 0.8805 4.6453 4.5589
H 0.5380 5.9120 6.6293
H -0.0601 4.7483 8.7195
H -0.3457 2.3030 8.7350
H -0.3248 0.1437 7.5449
H -0.1305 -1.1139 5.4288
H -2.3019 -0.0305 3.8214
H -4.1973 -1.5978 3.6398
H -4.9851 -3.9221 3.2141
H -3.9350 -5.0721 2.3755
H -4.6994 -3.7602 1.4843
H -1.6438 -4.4839 1.8006
H 0.2640 -2.9172 2.0258
*
```

Computed, not measured: a cluster of 13 separate species, C20H66O20 in total in a non-equilibrium geometry, with the ωB97M-V functional and the def2-TZVPD basis.

## Properties
**Relative energy (zero: lowest compared OMol25 entry of this formula, charge and spin)**: 28.7 kcal per mole
**Orbital gap**: 10.0 eV

```
! RIJCOSX wB97M-V def2-TZVPD def2/J DEFGRID3
* xyz 0 1
C 0.5385 0.3809 -5.6317
O 0.3051 0.3451 -4.1864
H 1.5264 0.0012 -5.8539
H -0.2144 -0.2075 -6.2329
H 0.3919 1.4319 -5.8750
H 0.2058 -0.5028 -3.8854
C 4.0172 -3.2781 0.6500
O 2.8239 -3.1353 -0.1304
H 4.8974 -2.8960 0.1472
H 3.9442 -2.6346 1.5864
H 4.1395 -4.3400 0.8669
H 2.1246 -3.3767 0.4768
C 0.7691 -4.8242 3.0313
O 0.9881 -3.4337 2.8759
H 1.2933 -5.4194 2.2283
H 1.0879 -5.1351 4.0131
H -0.2899 -5.0645 3.1203
H 0.6560 -3.0959 2.0151
C 2.4629 -0.8716 4.1703
O 3.0894 -1.9461 3.4303
H 1.3526 -1.0271 4.1642
H 2.7960 -0.8641 5.2392
H 2.6897 0.1666 3.7926
H 2.4189 -2.6782 3.4411
C 3.5825 -0.6573 -2.6974
O 2.5305 -1.5724 -2.2247
H 4.0244 -0.1313 -1.8528
H 4.3854 -1.2769 -3.1070
H 3.1506 0.0727 -3.4209
H 2.8847 -2.0341 -1.4585
C -2.3654 2.6881 -2.9030
O -1.5026 1.6417 -2.5698
H -2.4127 3.4105 -2.1025
H -2.1943 3.1434 -3.8452
H -3.4130 2.3366 -2.8716
H -1.1414 1.3981 -3.4410
C -0.0477 -3.9329 -2.5371
C -1.5502 -4.1584 -2.3615
O -2.1535 -3.3791 -1.3777
O 0.2921 -2.7009 -3.1676
H 0.3600 -4.7511 -3.0581
H 0.3614 -3.9436 -1.5220
H -1.8285 -5.2318 -2.1306
H -1.9565 -4.0116 -3.3422
H -2.0277 -2.4380 -1.7046
H 1.0177 -2.2646 -2.6641
C -1.9372 6.3531 2.4601
C -1.7483 5.3229 1.3632
O -0.5936 4.4173 1.6795
O -1.8735 5.7010 3.7380
H -2.9614 6.7909 2.3137
H -1.2286 7.1699 2.4931
H -1.5719 5.8774 0.4541
H -2.6815 4.7208 1.3024
H -0.6389 4.3725 2.6719
H -1.5789 6.3622 4.3676
C 4.9492 0.6435 1.4342
C 4.6310 2.0645 1.7549
O 3.1816 2.1261 1.9262
O 4.5153 0.3938 0.1608
H 4.6277 -0.0907 2.1964
H 6.0709 0.5605 1.3745
H 4.9380 2.6102 0.8935
H 5.1497 2.4802 2.6066
H 2.8055 2.5471 1.1155
H 3.6046 0.0947 0.1203
C -5.2630 1.1820 0.4537
C -4.0871 2.1516 0.5793
O -4.5699 3.1332 1.5078
O -5.7766 0.6962 1.7118
H -4.9748 0.3359 -0.1296
H -6.0865 1.6752 -0.0521
H -3.9760 2.6458 -0.3959
H -3.1013 1.7244 0.8804
H -5.0075 2.6661 2.2364
H -5.2157 -0.0600 2.0062
C 2.4273 2.4176 -1.9740
C 1.8958 3.7122 -1.4087
O 1.8870 3.7965 0.0293
O 2.4058 2.3350 -3.3776
H 1.9225 1.5413 -1.4927
H 3.4495 2.3459 -1.6456
H 0.9210 3.9876 -1.8026
H 2.5649 4.5167 -1.7573
H 1.0130 4.0708 0.4116
H 1.4508 2.4671 -3.4423
C -3.4720 -2.2747 1.7633
C -3.8332 -3.7296 1.3705
O -4.6135 -3.8618 0.1481
O -4.4461 -1.6780 2.5429
H -3.2423 -1.6513 0.8413
H -2.5751 -2.3442 2.2905
H -4.4457 -4.2230 2.0717
H -2.8534 -4.2795 1.2498
H -4.0379 -3.7817 -0.6109
H -5.2555 -2.0935 2.3144
C -0.0220 -0.9880 0.7747
C -0.3483 -0.1800 -0.4705
O -1.6842 -0.5588 -0.9288
O -0.1407 -2.4376 0.6632
H -0.5530 -0.7058 1.6428
H 0.9940 -0.8194 1.0187
H 0.3751 -0.3095 -1.2965
H -0.3626 0.8252 -0.0219
H -1.9647 0.0581 -1.5924
H -1.0680 -2.6281 0.3705
*
```

Computed, not measured: a cluster of 2 separate species, CH7N2O in total in a non-equilibrium geometry, with the ωB97M-V functional and the def2-TZVPD basis.

## Properties
**Relative energy (zero: lowest compared OMol25 entry of this formula, charge and spin)**: 2.8 kcal per mole
**Orbital gap**: 12.6 eV

```
! RIJCOSX wB97M-V def2-TZVPD def2/J DEFGRID3
* xyz 1 1
N -0.0575 0.5407 -0.1883
C 0.2668 0.0915 0.9901
N 0.8194 0.7617 1.9650
H 0.0658 1.5109 -0.3658
H -0.5286 -0.0378 -0.8831
H 0.1377 -0.9765 1.1259
H 0.8244 0.4468 2.9144
H 1.0381 1.7132 1.7660
H -0.4393 -1.2013 -3.1009
H -1.5626 -1.7441 -2.2555
O -0.8061 -1.1504 -2.2190
*
```

Here are the calculated molecular weight numbers, same order: 809.9; 946.0; 423.2; 1222.4; 626.7; 63.1 (g mol⁻¹).